{
  "formula": "C19H27FN4O4S",
  "method": "ωB97M-V with the def2-TZVPD basis set",
  "species": ["C", "N", "C", "O", "C", "C", "C", "S", "N", "O", "O", "N", "C", "C", "C", "C", "C", "C", "N", "C", "O", "C", "F", "C", "C", "C", "C", "C", "C", "H", "H", "H", "H", "H", "H", "H", "H", "H", "H", "H", "H", "H", "H", "H", "H", "H", "H", "H", "H", "H", "H", "H", "H", "H", "H", "H"],
  "xyz": [[-0.874, -2.066, 2.762], [-1.292, -1.860, 1.384], [-2.000, -2.849, 0.764], [-2.741, -3.607, 1.373], [-1.930, -2.899, -0.712], [-0.855, -3.366, -1.491], [-1.189, -3.152, -2.806], [-0.242, -3.518, -4.244], [0.322, -1.993, -4.686], [0.893, -4.294, -3.818], [-1.129, -3.940, -5.297], [-2.431, -2.575, -2.869], [-3.161, -2.156, -4.054], [-2.873, -2.413, -1.593], [-0.639, -0.767, 0.670], [-0.937, 0.573, 1.356], [-0.941, 1.805, 0.441], [0.163, 1.883, -0.620], [1.433, 1.295, -0.213], [2.236, 1.834, 0.741], [3.063, 1.161, 1.341], [2.070, 3.275, 1.045], [1.997, 4.100, -0.031], [2.023, 3.764, 2.271], [1.986, 5.170, 2.829], [2.726, 4.577, 4.054], [2.198, 3.177, 3.655], [1.561, -0.124, -0.510], [0.862, -1.033, 0.490], [-1.426, -2.885, 3.211], [0.191, -2.302, 2.813], [-1.060, -1.174, 3.362], [0.057, -3.817, -1.137], [1.305, -1.960, -4.438], [0.207, -1.910, -5.692], [-4.016, -1.559, -3.750], [-2.517, -1.559, -4.695], [-3.512, -3.028, -4.601], [-3.836, -1.968, -1.399], [-1.090, -0.719, -0.324], [-1.907, 0.516, 1.854], [-0.206, 0.730, 2.157], [-1.907, 1.888, -0.066], [-0.873, 2.689, 1.078], [-0.131, 1.455, -1.578], [0.314, 2.938, -0.855], [2.501, 5.953, 2.272], [0.984, 5.521, 3.072], [3.806, 4.652, 3.963], [2.435, 4.953, 5.037], [1.259, 2.924, 4.147], [2.885, 2.340, 3.767], [1.233, -0.295, -1.537], [2.623, -0.378, -0.506], [1.376, -0.943, 1.450], [1.007, -2.065, 0.162]],
  "forces_ev_per_a": [[-0.15, 0.13, 0.31], [0.49, -0.21, 0.16], [-1.09, 0.09, 0.37], [0.49, -0.14, 0.04], [-0.01, 0.37, -0.65], [0.26, -0.07, -0.02], [0.11, -0.28, -0.61], [0.11, 0.33, 0.40], [-0.20, -0.68, -0.08], [-0.57, 0.20, -0.16], [0.36, 0.11, 0.35], [0.04, 0.20, 0.38], [-0.03, -0.18, -0.09], [-0.07, -0.16, 0.05], [0.09, 0.09, -0.47], [0.30, 0.08, 0.24], [-0.22, -0.13, -0.03], [0.07, 0.92, 0.05], [-0.46, -0.12, -0.44], [0.18, -0.69, -0.08], [0.00, 0.13, 0.06], [0.01, 0.28, 0.48], [-0.02, 0.13, -0.03], [-0.68, 0.06, -0.15], [0.71, 0.18, -0.25], [-0.54, 0.24, 0.71], [0.78, -0.26, -0.11], [0.71, -0.23, 0.14], [-0.02, -0.02, 0.07], [-0.13, -0.03, -0.19], [0.01, 0.03, -0.02], [0.02, 0.01, -0.01], [0.01, -0.03, -0.08], [0.03, 0.16, -0.02], [0.04, 0.09, 0.01], [0.04, 0.02, 0.10], [-0.02, 0.01, -0.04], [0.04, 0.05, -0.09], [0.01, 0.00, 0.01], [-0.05, -0.13, 0.03], [-0.04, -0.06, -0.07], [0.03, 0.00, -0.04], [0.02, -0.07, -0.06], [0.03, 0.00, 0.03], [-0.01, -0.40, 0.14], [0.06, -0.08, 0.04], [-0.06, -0.07, -0.09], [-0.10, -0.16, 0.02], [0.03, -0.06, -0.15], [0.02, -0.02, -0.07], [-0.14, 0.15, -0.09], [-0.06, -0.02, -0.13], [-0.33, 0.06, 0.05], [-0.02, 0.10, 0.11], [-0.01, 0.09, -0.01], [-0.07, 0.00, -0.04]],
  "smiles": "CN(C(=O)c1cc(S(N)(=O)=O)n(C)c1)[C@H]1CCCN(C(=O)C(F)=C2CCC2)CC1",
  "charge": 0,
  "lumo_energy_ha": 0.013,
  "homo_ev": -9.014,
  "orbital_gap_ev": 9.4
}